(1)
{
  "formula": "C2H10N3",
  "method": "the ωB97M-V functional and the def2-TZVPD basis",
  "elements": ["H", "H", "N", "C", "H", "H", "H", "H", "H", "H", "C", "H", "N", "N", "H"],
  "coordinates": [[-3.065, -0.518, 0.166], [-2.963, 1.245, 0.365], [-1.114, 0.332, 0.411], [2.811, 0.717, -0.122], [-2.460, 0.515, -1.157], [-0.546, -0.791, -1.128], [-1.094, 0.292, 1.427], [0.871, -0.562, 0.006], [3.892, 0.811, -0.048], [2.250, 1.610, -0.363], [-2.479, 0.377, -0.076], [2.744, -1.186, 0.308], [-0.378, -0.780, -0.116], [2.194, -0.362, 0.076], [-0.664, -1.700, 0.252]],
  "forces_ev_per_angstrom": [[0.012, 0.024, -0.024], [-0.003, 0.002, -0.011], [0.277, 0.179, 0.186], [0.331, 0.368, 0.044], [-0.083, 0.023, -0.011], [0.011, -0.054, 0.318], [0.179, -0.134, -0.194], [-0.311, -0.070, 0.000], [-0.023, -0.139, -0.008], [-0.127, 0.080, -0.052], [-0.272, -0.145, -0.079], [0.233, 0.184, -0.017], [0.336, -0.076, -0.124], [-0.465, -0.540, 0.104], [-0.095, 0.297, -0.132]],
  "relative_energy_ev": 2.542,
  "charge": 1,
  "molar_mass_g_mol": 76.12,
  "homo_lumo_gap_ha": 0.3798
}



(2)
{
  "formula": "C2H10N3O",
  "method": "the ωB97M-V functional and the def2-TZVPD basis",
  "elements": ["H", "C", "N", "H", "H", "H", "N", "N", "C", "H", "O", "H", "H", "H", "H", "H"],
  "coordinates": [[1.680, -0.335, 1.829], [-1.824, -0.078, -0.581], [-2.552, -0.866, 0.157], [-0.300, 1.232, -0.436], [-2.436, -0.862, 1.231], [0.808, -0.805, -0.681], [-1.179, 0.988, 0.061], [1.822, 0.898, -0.612], [1.621, -0.496, -0.092], [2.715, 1.065, -1.152], [1.015, -0.477, 1.167], [-1.156, 1.007, 1.052], [-1.632, -0.183, -1.680], [1.976, 1.541, 0.165], [2.569, -1.094, -0.192], [-3.127, -1.535, -0.235]],
  "forces_ev_per_angstrom": [[0.492, 0.051, 0.713], [2.148, 3.168, 2.212], [1.350, 1.043, 2.494], [-0.357, 0.390, 0.523], [-0.484, 0.092, -2.529], [-0.421, -1.475, -1.213], [-0.686, -2.842, -4.089], [1.403, 0.764, 0.072], [1.058, 1.336, -0.486], [-1.412, -0.826, 0.466], [0.174, -0.013, 0.127], [0.064, -0.017, 0.899], [-0.678, -0.019, 1.154], [-0.206, -0.212, 0.189], [-1.153, 0.263, 0.306], [-1.292, -1.703, -0.840]],
  "relative_energy_ev": 2.150,
  "charge": 1,
  "molar_mass_g_mol": 92.12,
  "homo_lumo_gap_ha": 0.3540
}



(3)
{
  "formula": "C2H10N3O",
  "method": "the ωB97M-V functional and the def2-TZVPD basis",
  "elements": ["C", "N", "N", "H", "H", "H", "H", "H", "C", "O", "H", "H", "H", "N", "H", "H"],
  "coordinates": [[1.055, -0.796, -0.463], [0.578, -0.420, 0.708], [0.465, -0.345, -1.579], [-0.207, 0.229, 0.728], [-2.974, 2.226, 1.494], [-2.569, 0.891, -0.190], [-2.113, 0.870, 2.231], [2.660, -1.586, -1.411], [-2.033, 1.685, 1.513], [-1.731, 1.174, 0.192], [1.005, -0.729, 1.564], [-0.273, 0.335, -1.447], [0.986, -0.188, -2.428], [2.122, -1.594, -0.561], [2.608, -1.906, 0.263], [-1.238, 2.372, 1.775]],
  "forces_ev_per_angstrom": [[0.570, 0.389, -0.355], [-0.060, -0.218, 0.165], [-0.316, 0.542, 0.075], [-0.128, -0.227, -0.054], [-0.035, 0.114, 0.042], [0.109, -0.096, -0.089], [0.081, -0.005, 0.067], [-0.099, -0.244, -0.104], [-0.124, -0.008, -0.332], [-0.140, 0.027, 0.223], [-0.078, -0.035, 0.002], [0.006, -0.060, 0.093], [0.139, -0.441, 0.027], [0.000, 0.157, 0.087], [-0.019, 0.064, 0.023], [0.094, 0.041, 0.129]],
  "relative_energy_ev": 0.521,
  "charge": 1,
  "molar_mass_g_mol": 92.12,
  "homo_lumo_gap_ha": 0.4340
}



(4)
{
  "formula": "C2H10N3SeSn",
  "method": "the ωB97M-V functional and the def2-TZVPD basis",
  "elements": ["C", "H", "H", "C", "H", "N", "H", "H", "Sn", "H", "H", "H", "N", "Se", "N", "H", "H"],
  "coordinates": [[-1.613, 1.035, 1.638], [0.934, -0.637, -2.568], [1.099, -1.279, 1.463], [1.484, -2.056, 2.131], [0.940, -2.974, 2.033], [-1.436, 0.672, 0.513], [2.541, -2.253, 1.907], [1.397, -1.701, 3.164], [-1.625, -0.374, -1.405], [-0.594, 2.217, -1.311], [-2.157, 2.372, -1.798], [1.258, -0.864, -0.946], [0.764, -0.278, -1.626], [-1.840, 1.590, 3.279], [-1.291, 1.852, -1.966], [1.145, 0.671, -1.576], [-1.004, 2.007, -2.931]],
  "forces_ev_per_angstrom": [[-0.061, -0.107, 0.190], [0.336, 0.003, 0.281], [-0.041, -0.122, 0.082], [0.631, 0.477, 0.255], [-0.390, -0.398, -0.144], [-0.054, -0.587, -0.707], [-0.266, 0.125, 0.062], [0.032, -0.043, -0.297], [0.318, 0.921, 1.669], [-0.282, -0.016, -0.207], [0.250, -0.040, -0.068], [-0.092, 0.194, -0.242], [-0.318, 0.005, -0.102], [0.112, -0.236, -0.762], [-0.170, -0.019, -0.253], [0.015, -0.439, 0.096], [-0.019, 0.281, 0.150]],
  "charge": 1,
  "molar_mass_g_mol": 273.79,
  "homo_lumo_gap_ha": 0.2542
}



(5)
{
  "formula": "C2H10N4",
  "method": "the ωB97M-V functional and the def2-TZVPD basis",
  "elements": ["H", "H", "H", "N", "N", "N", "H", "N", "H", "C", "C", "H", "H", "H", "H", "H"],
  "coordinates": [[-1.647, 0.739, -1.218], [-0.776, -1.743, 1.994], [1.035, 1.856, 1.783], [0.464, 1.500, 1.036], [-1.799, -0.007, -0.570], [-1.133, -1.443, 1.107], [1.052, -0.264, 1.356], [1.380, -0.025, -1.167], [1.688, -0.942, -0.916], [0.449, 0.237, 0.692], [-0.881, -0.419, 0.291], [0.131, 2.270, 0.477], [0.689, 0.152, -1.858], [-1.914, -2.079, 1.062], [2.308, 0.337, -1.377], [-2.610, -0.619, -0.701]],
  "forces_ev_per_angstrom": [[-0.008, 0.348, -0.382], [1.780, 0.844, 0.357], [0.637, -0.330, 0.229], [-0.238, 1.164, -0.295], [1.051, -1.186, 0.624], [-0.765, -0.433, -0.702], [1.213, -2.162, 0.982], [1.067, 0.184, 2.706], [-0.862, -1.521, -0.788], [-1.395, 2.547, -1.971], [-0.368, -0.996, 1.831], [-0.769, -0.052, -0.156], [-0.132, -0.586, -1.042], [-0.988, 0.351, -1.140], [-0.286, 1.236, -0.176], [0.064, 0.593, -0.076]],
  "relative_energy_ev": 0.538,
  "charge": 2,
  "molar_mass_g_mol": 90.13,
  "homo_lumo_gap_ha": 0.3772
}



(6)
{
  "formula": "C2H10N4O",
  "method": "the ωB97M-V functional and the def2-TZVPD basis",
  "elements": ["H", "H", "H", "N", "H", "C", "H", "C", "H", "O", "H", "N", "N", "H", "H", "H", "N"],
  "coordinates": [[1.684, 3.010, 0.292], [2.135, -0.815, -0.694], [-3.131, -1.979, -0.500], [3.095, 0.931, 0.802], [-2.584, -1.908, 1.220], [-2.400, -1.518, 0.200], [-0.847, -1.605, -1.133], [1.945, 0.992, 0.184], [1.060, 0.074, -1.447], [-2.488, -0.065, 0.156], [3.288, 1.760, 1.398], [-1.058, -1.918, -0.183], [1.185, 2.164, 0.063], [0.429, 2.167, -0.597], [-3.350, 0.279, 0.379], [-0.368, -1.433, 0.366], [1.406, -0.137, -0.505]],
  "forces_ev_per_angstrom": [[-0.384, -0.103, -0.269], [0.179, -0.054, 0.677], [0.396, 0.343, 0.383], [-1.811, -0.144, -0.220], [-0.020, 0.375, -0.387], [0.456, 0.023, -0.247], [-0.374, -0.215, 0.239], [1.528, 0.871, -0.090], [-0.173, 0.415, 0.656], [0.589, -0.631, -0.155], [-0.354, -0.589, -0.796], [-0.830, 0.168, -0.442], [0.544, -1.297, 0.434], [-0.080, 0.285, 0.062], [-0.479, -0.234, 0.165], [0.105, 0.104, 0.432], [0.708, 0.684, -0.442]],
  "smiles": "N=C(N)N.NCO",
  "relative_energy_ev": 1.213,
  "molar_mass_g_mol": 106.13,
  "homo_lumo_gap_ha": 0.3588
}



(7)
{
  "formula": "C2H10N4O4Si2",
  "method": "the ωB97M-V functional and the def2-TZVPD basis",
  "elements": ["H", "H", "O", "H", "O", "H", "O", "H", "Si", "H", "N", "H", "H", "N", "C", "O", "C", "Si", "H", "N", "N", "H"],
  "coordinates": [[2.311, 0.576, -2.178], [1.912, -1.016, -1.924], [-0.819, -3.776, 0.716], [0.687, 0.202, 3.279], [-0.428, -1.699, -1.037], [-3.476, 0.892, -0.265], [-2.335, -0.887, -1.392], [1.379, 2.082, -0.005], [-2.284, 1.460, -0.904], [3.127, -0.251, -0.956], [-0.783, 0.465, -0.872], [-2.298, 1.544, -2.378], [1.305, 1.577, 2.467], [0.820, -0.032, 1.259], [1.328, 0.564, 2.469], [-1.743, -1.842, 1.378], [2.222, -0.139, -1.402], [0.923, 0.642, -0.313], [-1.755, 2.803, -0.320], [-1.173, -0.715, -1.075], [-1.285, -2.720, 0.767], [2.365, 0.270, 2.686]],
  "forces_ev_per_angstrom": [[0.472, 1.037, -0.976], [-0.251, -0.867, 0.113], [0.845, -2.187, 2.059], [0.345, 0.004, 0.220], [1.230, 1.263, -0.340], [0.128, 0.384, 0.298], [-1.895, 0.580, -0.246], [-0.810, -0.485, -0.811], [0.795, 1.237, -0.708], [2.591, -0.357, 1.493], [1.663, 3.569, 1.629], [-0.700, 0.440, 0.092], [0.012, 3.420, -0.166], [0.452, -0.558, 0.778], [-0.695, -3.298, -0.148], [-0.432, 0.393, 2.854], [-3.259, 0.593, -0.866], [0.966, 0.437, 0.872], [-0.564, -1.036, -0.326], [0.106, -5.517, -1.748], [-0.862, 1.185, -3.898], [-0.137, -0.238, -0.174]],
  "relative_energy_ev": 3.072,
  "molar_mass_g_mol": 210.30,
  "homo_lumo_gap_ha": [0.2464, 0.3747]
}



(8)
{
  "formula": "C2H10N4S",
  "method": "the ωB97M-V functional and the def2-TZVPD basis",
  "elements": ["N", "H", "H", "H", "H", "C", "H", "H", "H", "H", "N", "N", "C", "H", "H", "S", "N"],
  "coordinates": [[8.119, 4.121, 1.167], [8.419, 4.574, -0.984], [6.074, 3.135, 3.045], [-7.810, -5.907, -1.597], [8.576, 4.563, 3.095], [-8.430, -5.068, -1.511], [-9.141, -2.550, -3.614], [7.523, 2.267, 3.934], [-9.499, -2.674, -1.898], [-8.258, -4.697, -3.454], [8.004, 4.037, 2.440], [-8.547, -4.265, -2.606], [7.151, 2.857, 2.967], [-8.933, -4.633, -0.648], [7.251, 2.069, 2.242], [8.669, 5.233, 0.153], [-9.169, -3.064, -2.730]],
  "forces_ev_per_angstrom": [[-1.459, -1.056, 1.552], [-0.316, -0.434, 0.021], [1.049, 0.176, 0.073], [0.422, -1.218, -0.061], [-0.164, 0.625, -0.019], [-1.672, 5.131, -2.980], [0.144, -0.603, 0.601], [-0.430, 2.295, -1.729], [-0.531, 0.829, 1.199], [0.599, 0.038, -1.095], [-0.098, -1.402, -1.549], [-0.225, -1.936, 3.241], [0.650, -0.966, 1.216], [0.478, -0.674, 0.243], [-0.098, 0.013, -0.727], [0.898, 0.766, 1.171], [0.752, -1.583, -1.156]],
  "relative_energy_ev": 0.726,
  "charge": 2,
  "molar_mass_g_mol": 122.20,
  "homo_lumo_gap_ha": 0.3450
}



(9)
{
  "formula": "C2H10N5P",
  "method": "the ωB97M-V functional and the def2-TZVPD basis",
  "elements": ["N", "C", "H", "H", "H", "N", "N", "H", "H", "P", "H", "H", "H", "H", "N", "N", "C", "H"],
  "coordinates": [[3.393, 0.385, 0.866], [2.782, -0.347, -0.071], [-4.498, -1.682, 0.460], [0.942, -0.431, -1.159], [-1.695, -0.437, -1.456], [1.437, -0.090, -0.317], [3.446, -1.078, -0.901], [2.893, -1.634, -1.537], [2.942, 0.915, 1.563], [-1.879, 0.033, -0.094], [4.252, 0.007, 1.315], [0.951, 0.485, 0.285], [4.499, -1.180, -0.775], [-5.617, -0.321, 0.733], [-3.302, 1.176, -0.279], [-4.660, -0.703, 0.613], [-3.710, 0.006, 0.052], [-3.755, 2.113, -0.311]],
  "forces_ev_per_angstrom": [[2.024, -1.685, 0.670], [-2.639, 2.821, 0.126], [-0.576, -0.559, 0.545], [0.964, 0.381, 0.932], [-0.485, 0.313, 0.407], [2.216, -2.271, -1.598], [2.229, -1.228, -0.088], [0.728, -0.248, -0.226], [-1.253, 0.747, 0.348], [-0.991, 0.594, -0.524], [-0.668, 0.278, -0.993], [-1.013, 1.297, 1.420], [-2.134, -0.111, -0.604], [0.766, -0.569, -0.120], [-0.509, 0.111, 0.004], [-0.358, 1.238, -1.119], [0.963, -0.389, 0.829], [0.735, -0.720, -0.008]],
  "relative_energy_ev": 0.286,
  "charge": 2,
  "molar_mass_g_mol": 135.11,
  "homo_lumo_gap_ha": 0.3814
}



(10)
{
  "formula": "C2H10N6O",
  "method": "the ωB97M-V functional and the def2-TZVPD basis",
  "elements": ["H", "H", "H", "N", "H", "C", "H", "N", "N", "N", "H", "H", "O", "N", "N", "H", "H", "H", "C"],
  "coordinates": [[2.697, 0.651, -0.181], [-2.027, 2.409, -0.854], [-1.865, -1.179, 0.121], [0.792, 0.113, -0.395], [0.222, 0.909, -2.227], [0.809, 0.066, -1.829], [-2.042, 0.135, 2.305], [-1.059, 1.098, 0.071], [-1.514, 1.524, -0.956], [-1.207, -0.667, 0.707], [0.341, -0.856, -2.176], [-0.679, -0.767, 2.555], [1.031, -1.280, 1.506], [1.780, 0.908, 0.187], [-1.579, -0.739, 2.061], [1.819, 0.154, -2.236], [1.788, 0.627, 1.171], [0.326, -1.976, -0.276], [0.369, -1.132, 0.445]],
  "forces_ev_per_angstrom": [[-0.107, -0.088, -0.052], [0.639, 0.087, 0.151], [-0.010, -0.104, 0.104], [-0.902, 0.121, 0.122], [-0.087, 0.039, 0.028], [0.065, 0.093, 0.285], [0.013, 0.081, -0.030], [0.735, 1.904, 0.753], [-0.501, -2.020, 0.208], [0.429, -1.062, -1.045], [0.057, -0.007, 0.034], [-0.001, -0.095, -0.019], [-0.562, 0.316, -0.022], [0.069, 0.052, 0.033], [0.434, 0.289, -0.560], [0.023, -0.127, 0.049], [-0.034, -0.007, -0.095], [-0.399, 0.164, 0.081], [0.140, 0.366, -0.025]],
  "relative_energy_ev": 2.814,
  "molar_mass_g_mol": 134.14,
  "homo_lumo_gap_ha": [0.2914, 0.2916]
}